1.
A 3-piece molecular cluster, C24H41F4N3O3P overall at a distorted geometry. Source: the Open Molecules 2025 dataset; level of theory: the ωB97M-V functional and the def2-TZVPD basis.

Geometry as XYZ:
```
76
Properties=species:S:1:pos:R:3
H 6.915 4.097 1.750
H 2.660 4.065 3.451
C -4.027 -4.965 1.858
H -3.220 0.984 -2.094
H -3.463 -1.839 -2.994
F -6.590 -5.505 -1.587
C -0.991 -1.640 -1.773
F -7.287 -7.397 -0.793
H -1.026 -2.632 -1.308
C 0.108 -0.577 0.219
H 2.834 2.127 -1.493
H 6.325 2.824 -0.324
C -1.215 0.069 0.647
H 3.756 1.154 -0.340
C -2.286 -0.886 -1.472
C -6.478 -6.810 -1.653
C 3.806 2.013 -1.009
H 4.145 6.869 0.949
C 4.228 3.289 -0.289
H 5.493 2.229 1.097
H -3.627 -6.460 -2.933
H -0.916 -5.293 0.525
H -3.495 -2.703 -1.459
C -2.327 0.399 -2.318
H 5.178 5.701 2.637
H -4.551 -4.475 2.661
N 3.177 3.700 0.697
C 2.523 4.900 2.766
H 4.538 1.772 -1.779
N -2.389 -0.593 -0.007
H -0.915 -1.808 -2.850
F -6.773 -7.214 -2.876
C 5.566 3.084 0.417
N -2.607 -6.178 -0.265
C -1.977 -5.440 0.640
H -1.174 -1.073 2.513
H 6.249 5.139 0.520
C 3.497 4.858 1.592
H 4.892 4.015 2.994
H -1.459 1.039 -2.184
H -2.096 -4.237 2.397
O 2.803 2.687 1.407
H 2.690 5.821 3.324
F -4.775 -8.792 -0.868
C 4.411 4.337 -1.403
H 0.938 0.059 0.530
H -2.260 0.321 2.536
C 0.237 -0.892 -1.266
H 2.406 6.714 1.172
C -3.491 -1.710 -1.913
C -1.227 1.593 0.348
H 5.105 3.951 -2.149
H -5.759 -5.922 0.998
H -1.964 1.885 -0.395
P -4.702 -7.331 -1.303
H 4.823 5.280 -1.055
O -3.928 -7.338 -2.645
H 0.397 0.026 -1.836
H -0.253 1.951 0.012
H 3.142 6.053 -0.243
H 3.463 4.543 -1.904
H 1.126 -1.506 -1.428
C -1.303 -0.048 2.166
H -0.510 0.555 2.605
H -1.493 2.161 1.238
C -4.696 -5.757 0.928
H -4.425 -1.211 -1.653
H 1.488 4.893 2.420
H 0.232 -1.519 0.767
O -2.747 -1.654 0.636
H -2.358 0.136 -3.375
C 4.912 4.747 2.179
C 6.000 4.319 1.199
C 3.297 6.194 0.823
C -2.658 -4.835 1.696
C -3.919 -6.313 -0.079
```

Values from the calculation:
Molar mass   526.58 Da
Multiplicity   3
HOMO level (alpha / beta)   -9.84 / -10.80 eV
⟨S²⟩   2.008
Total energy   -2069.5671 a.u.
Total charge   +1

2.
A 2-piece molecular cluster, H3N3OS overall at a distorted geometry. Source: the Open Molecules 2025 dataset; level of theory: the ωB97M-V functional and the def2-TZVPD basis.

Geometry as XYZ:
```
8
Properties=species:S:1:pos:R:3
N -2.712 0.385 0.046
H 2.338 -0.814 0.725
N 1.747 -0.391 -0.054
S 1.936 1.277 -0.141
H 1.858 -0.930 -0.842
N -1.598 0.724 -0.036
O -0.475 0.367 0.008
H -3.095 -0.617 0.294
```

Values from the calculation:
Molar mass   93.11 Da
Multiplicity   1
Energy above the lowest of the compared OMol25 structures with the same formula, charge and spin   530.6 kJ/mol
HOMO level (alpha / beta)   -8.35 / -8.56 eV
Total energy   -639.2939 a.u.

3.
A 2-piece molecular cluster, C20H16N5O2 overall at a distorted geometry. Source: the Open Molecules 2025 dataset; level of theory: the ωB97M-V functional and the def2-TZVPD basis.

Geometry as XYZ:
```
43
Properties=species:S:1:pos:R:3
N -5.880 -0.990 0.114
C -1.832 -0.955 -2.981
H 2.489 0.573 -3.831
N -2.910 -3.529 2.114
C 1.272 -0.339 2.817
C -2.586 -0.202 0.993
C -3.200 -0.729 -3.002
H 0.699 1.506 3.772
C -0.430 2.343 -4.049
H 4.207 0.863 3.496
H 1.806 -1.513 5.039
C 0.381 0.727 3.080
H -1.547 1.583 2.662
N -4.375 -0.660 -3.010
C -0.381 -1.346 1.351
H 3.468 0.640 1.874
C -3.440 -1.268 0.948
C -3.137 -2.513 1.574
O 1.451 4.203 -4.719
H 0.882 -1.232 -3.185
N 1.880 3.058 -4.450
C 3.723 0.143 2.818
N 2.524 -0.376 3.440
C 1.417 0.750 -3.778
C -1.273 -0.279 1.603
H 3.462 -1.937 4.484
H -2.395 1.603 -3.677
C -1.332 1.361 -3.694
H 1.586 -2.165 1.717
H 4.436 -0.675 2.626
C 0.516 -0.231 -3.418
C -4.774 -1.124 0.471
O 3.100 2.771 -4.483
H -1.482 -1.958 -2.739
C 0.879 -1.362 1.925
H -2.926 0.766 0.622
C -0.853 0.765 2.462
H -0.685 -2.151 0.679
H -0.744 3.356 -4.301
C 2.756 -1.111 4.664
H 3.198 -0.442 5.417
C -0.899 0.031 -3.353
C 0.948 2.047 -4.093
```

Values from the calculation:
Molar mass   358.38 Da
Multiplicity   1
Energy above the lowest of the compared OMol25 structures with the same formula, charge and spin   0.0 kJ/mol
HOMO level   -3.58 eV
Total energy   -1195.8897 a.u.
Total charge   -1

4.
A 2-piece molecular cluster, C4HCl3N2S overall at a distorted geometry. Source: the Open Molecules 2025 dataset; level of theory: the ωB97M-V functional and the def2-TZVPD basis.

Geometry as XYZ:
```
11
Properties=species:S:1:pos:R:3
H -0.054 1.012 -0.343
C -0.633 -1.156 -2.270
C 1.770 -0.262 1.123
C -1.051 0.698 -0.367
N -2.698 1.632 1.393
C -1.969 1.233 0.606
Cl 1.449 0.598 2.576
S -1.812 -0.597 -1.221
Cl 3.358 0.309 0.344
Cl 1.404 -1.936 1.067
N 0.236 -1.529 -2.908
```

Values from the calculation:
Molar mass   215.49 Da
Multiplicity   3
HOMO level (alpha / beta)   -9.07 / -11.23 eV
⟨S²⟩   2.016
Total energy   -2041.1406 a.u.

5.
One molecule with the formula CH2N4S at a distorted geometry. Source: the Open Molecules 2025 dataset; level of theory: the ωB97M-V functional and the def2-TZVPD basis.

Geometry as XYZ:
```
8
Properties=species:S:1:pos:R:3
C 0.345 -0.133 0.011
N -0.477 0.930 0.021
S 2.105 0.009 -0.060
H -0.321 1.933 0.041
H 2.351 -1.314 0.113
N -0.462 -1.220 0.009
N -1.783 0.526 -0.064
N -1.758 -0.730 -0.070
```

Values from the calculation:
Molar mass   102.12 Da
Multiplicity   1
SMILES   Sc1nnn[nH]1
Energy above the lowest of the compared OMol25 structures with the same formula, charge and spin   37.4 kJ/mol
HOMO level   -9.95 eV
Total energy   -656.4685 a.u.

6.
One molecule with the formula C16H23FN2O3. Source: the Open Molecules 2025 dataset; level of theory: the ωB97M-V functional and the def2-TZVPD basis.

Geometry as XYZ:
```
45
Properties=species:S:1:pos:R:3
H -1.208 -4.162 1.102
H 1.631 -1.140 3.304
H -0.410 3.520 -1.615
C -0.703 -3.227 0.801
F 1.712 -0.176 -3.067
C -1.546 -0.015 0.096
H 2.264 1.291 -5.114
H 0.190 4.731 -3.637
H 0.201 -3.494 0.246
C 0.165 3.016 -2.375
C -0.668 1.223 -0.163
C 1.323 1.112 -3.220
C -1.363 -2.190 2.892
H -1.327 2.024 -0.514
H 0.577 -4.008 3.075
H -1.735 -3.137 3.321
H -2.605 -2.265 0.332
H -0.584 -0.311 3.594
H 2.120 -2.533 4.315
H -1.620 -1.158 4.779
N -1.079 -1.148 -0.444
O -2.571 0.075 0.742
H 1.512 2.892 0.345
C -0.024 1.615 1.175
H 0.063 3.757 0.876
C 0.842 -3.029 2.634
C -1.633 -2.441 -0.132
H 1.660 -3.174 1.925
H 1.208 3.140 2.064
C 0.736 2.934 1.106
H 0.656 0.810 1.462
H -0.172 -1.118 -0.887
H -1.779 -3.012 -1.054
C -0.851 -1.291 4.016
C 0.564 1.697 -2.198
O 0.265 -1.848 4.672
O 0.323 0.903 -1.125
H -2.182 -1.676 2.390
C 1.678 1.794 -4.362
C 0.513 3.707 -3.525
H 1.533 3.654 -5.407
C 1.298 -2.090 3.750
H -0.822 1.678 1.916
N -0.288 -2.433 1.942
C 1.265 3.108 -4.517
```

Values from the calculation:
Molar mass   310.37 Da
Multiplicity   1
SMILES   CC[C@@H](Oc1ccccc1F)C(=O)NCCN1CCOCC1
Energy above the lowest of the compared OMol25 structures with the same formula, charge and spin   0.0 kJ/mol
HOMO level   -8.77 eV
Total energy   -1058.5765 a.u.

7.
C6H11CsO4 as an isolated structure at a distorted geometry. Source: the Open Molecules 2025 dataset; level of theory: the ωB97M-V functional and the def2-TZVPD basis.

Geometry as XYZ:
```
22
Properties=species:S:1:pos:R:3
H 3.998 2.338 3.329
H -2.503 -6.067 -4.027
C 3.744 3.201 2.715
H -5.127 -7.457 -4.796
O -0.315 3.540 2.398
H -3.574 -7.976 -5.498
O 1.385 5.063 1.965
H 3.455 5.697 2.061
O -3.616 -5.126 -5.379
C 2.570 5.427 2.637
H 4.622 3.791 2.453
H -4.151 -5.635 -3.567
C 0.755 4.007 2.629
H 3.293 2.805 1.804
H 2.382 6.284 3.283
C -3.539 -6.058 -4.364
C 2.860 4.181 3.562
O 1.609 3.527 3.682
H 3.386 4.521 4.454
H -3.953 -8.038 -3.741
Cs -3.236 -0.564 -0.941
C -4.046 -7.461 -4.661
```

Values from the calculation:
Molar mass   280.05 Da
Multiplicity   1
Energy above the lowest of the compared OMol25 structures with the same formula, charge and spin   209.8 kJ/mol
HOMO level   -4.01 eV
Total energy   -556.1521 a.u.

8.
C13H40F3O19S5 as an isolated structure at a distorted geometry. Source: the Open Molecules 2025 dataset; level of theory: the ωB97M-V functional and the def2-TZVPD basis.

Geometry as XYZ:
```
80
Properties=species:S:1:pos:R:3
O 1.457 -0.410 0.371
O -1.883 -3.940 -3.344
H 0.651 -3.479 2.218
C 1.011 -0.398 -1.889
H -0.902 -1.279 -3.665
O 2.272 -2.023 0.306
O -4.005 0.218 -4.644
O 2.089 -0.458 2.603
H 1.590 -0.256 4.077
O 0.967 2.719 5.073
C -1.992 -1.265 -3.647
H -1.064 4.245 3.352
S 2.115 0.881 0.113
H 2.185 -1.834 1.240
O 2.739 1.028 -1.185
C 0.339 -1.673 -1.307
H -3.535 -4.125 -0.995
H -0.069 0.182 4.580
H 1.043 -0.399 -2.979
H 1.145 -2.400 -1.410
F 1.430 3.354 -0.501
H 3.690 0.078 1.154
H -2.070 1.659 -0.350
H 4.648 -0.732 2.002
H 2.110 -1.183 -0.124
O -0.233 -4.530 -1.485
S -2.508 0.082 -4.843
H -2.695 0.208 1.488
H -2.813 4.026 1.965
H 0.749 -1.953 1.358
S -1.286 -3.663 -2.052
O -1.837 -0.229 -6.176
O 2.375 2.028 2.966
H 1.201 1.514 -2.745
H 0.757 -1.873 3.101
H -0.940 0.352 -0.868
O -0.147 2.515 2.660
H -0.210 2.320 -4.861
C 0.130 1.706 -2.803
C -1.273 3.179 3.255
H -0.004 2.737 -2.475
H -1.533 3.036 4.304
H 1.902 -0.162 1.712
C -2.558 3.044 2.364
H -2.386 2.438 1.474
H -3.442 2.792 2.949
O 4.878 1.099 -0.925
C 0.820 2.313 0.058
H 2.028 -0.239 -1.530
C 0.355 -2.430 2.255
C -1.652 0.123 1.185
O -1.406 -1.236 0.972
O -1.900 -1.575 3.426
H -2.368 -2.197 -4.068
H 0.595 0.495 -1.424
H -2.553 -1.080 -2.731
H -2.685 0.164 -0.764
H 0.142 0.634 -4.617
S 1.120 2.088 3.752
H -2.876 -2.412 -0.665
H -0.303 1.029 -2.067
O -0.828 -2.053 -2.145
H 0.535 -0.058 2.761
C -1.817 0.602 -0.271
H 3.975 1.084 -0.610
C 0.678 0.269 3.791
C -2.680 -3.473 -0.816
O 4.335 0.161 1.856
S -1.413 -2.272 2.254
H -0.838 0.558 1.766
F 0.517 2.561 1.272
C -0.411 1.476 -4.201
O -2.007 -3.554 1.742
F -0.235 1.992 -0.780
H 2.761 0.146 2.920
H 0.205 -1.747 -0.228
O -1.787 1.376 -4.033
O 3.051 1.126 1.234
H 4.823 0.787 -1.829
H -2.269 -3.837 0.125
```

Values from the calculation:
Molar mass   717.77 Da
Multiplicity   1
HOMO level   -6.83 eV
Total energy   -4238.2705 a.u.
Total charge   -1

9.
ClI2PS as an isolated structure at a distorted geometry. Source: the Open Molecules 2025 dataset; level of theory: the ωB97M-V functional and the def2-TZVPD basis.

Geometry as XYZ:
```
5
Properties=species:S:1:pos:R:3
S 1.698 2.699 1.183
I 0.979 0.501 1.010
Cl -2.245 -1.036 0.175
P -0.768 -0.101 -0.816
I 0.336 -2.063 -1.552
```

Values from the calculation:
Molar mass   352.30 Da
Multiplicity   1
Energy above the lowest of the compared OMol25 structures with the same formula, charge and spin   129.6 kJ/mol
HOMO level   -8.34 eV
Total energy   -1795.1029 a.u.

10.
C5H9OP as an isolated structure at a distorted geometry. Source: the Open Molecules 2025 dataset; level of theory: the ωB97M-V functional and the def2-TZVPD basis.

Geometry as XYZ:
```
16
Properties=species:S:1:pos:R:3
H 1.621 2.282 0.565
H -1.216 -1.969 -1.086
C -0.214 1.276 0.591
H -0.351 -0.891 -2.296
C 0.284 -0.552 -0.155
O -2.555 -0.166 0.562
H -0.654 -1.543 1.471
C 0.346 -1.454 1.046
C 0.720 2.223 -0.052
H 1.014 2.006 -1.083
P -1.498 0.383 -0.282
H 0.247 3.207 -0.017
H 0.698 -2.448 0.771
H 1.009 -1.048 1.808
H 1.250 -0.265 -0.558
C -0.701 -1.042 -1.286
```

Values from the calculation:
Molar mass   116.10 Da
Multiplicity   1
Energy above the lowest of the compared OMol25 structures with the same formula, charge and spin   361.2 kJ/mol
HOMO level   -8.44 eV
Total energy   -612.3593 a.u.

11.
An isolated ion of composition C4H9N2 and charge +1 at a distorted geometry. Source: the Open Molecules 2025 dataset; level of theory: the ωB97M-V functional and the def2-TZVPD basis.

Geometry as XYZ:
```
15
Properties=species:S:1:pos:R:3
H -1.506 1.526 -0.835
H -1.097 0.344 -1.960
H 1.271 -0.525 2.300
C 0.502 2.024 -1.780
N 0.025 0.341 -0.243
H 1.023 2.627 -1.049
H 0.076 2.810 -2.372
C 0.127 -0.077 0.857
H -0.361 -2.602 2.589
H -1.715 -1.435 2.184
H 1.327 1.726 -2.402
H -0.776 -1.345 3.587
C -0.702 -1.525 2.586
N 0.270 -0.525 2.049
C -0.543 1.039 -1.274
```

Values from the calculation:
Molar mass   85.13 Da
Multiplicity   1
SMILES   CC[N+]#CNC
Energy above the lowest of the compared OMol25 structures with the same formula, charge and spin   264.4 kJ/mol
HOMO level   -15.04 eV
Total energy   -266.9986 a.u.
Total charge   +1

12.
C22H22O3STl as an isolated structure at a distorted geometry. Source: the Open Molecules 2025 dataset; level of theory: the ωB97M-V functional and the def2-TZVPD basis.

Geometry as XYZ:
```
49
Properties=species:S:1:pos:R:3
H -2.970 0.650 -3.913
H 3.901 3.550 -0.966
C -3.222 0.055 -0.574
H -1.032 -0.859 -3.641
H 3.404 -0.219 -1.296
C 3.010 3.033 2.878
C -1.270 -4.309 -0.021
C 4.005 3.321 3.965
C 2.861 3.166 -0.913
H 2.196 3.932 -1.364
Tl 1.541 -0.219 -1.296
H -2.313 -5.905 0.988
H 4.988 3.630 3.550
C -2.456 -6.085 -1.154
C -1.644 -0.613 -2.776
C -2.737 0.242 -2.932
H 3.625 4.141 4.611
C 0.759 2.363 2.228
C 1.717 2.636 3.216
C -0.917 -3.750 -1.256
C -1.338 -1.147 -1.519
H 4.156 2.412 4.584
C -1.328 -4.378 -2.438
H 1.452 2.536 4.263
C -2.128 -0.799 -0.415
H -4.377 1.239 -1.955
C -2.099 -5.540 -2.386
H 2.833 2.257 -1.531
O -1.006 2.746 -0.134
H -0.945 -3.849 0.908
H -1.309 1.646 1.921
C 3.359 3.168 1.533
C 2.430 2.905 0.513
S 0.091 -2.245 -1.296
O 0.790 -2.269 -2.626
H -3.055 -6.992 -1.115
H -0.475 1.009 3.350
H -3.835 0.318 0.284
C -2.040 -5.473 0.028
H -1.053 2.719 3.336
H -2.417 -6.020 -3.308
H -1.046 -3.963 -3.404
C -3.526 0.573 -1.832
H -1.901 -1.188 0.574
C -0.597 1.915 2.720
H 4.360 3.498 1.280
C 1.110 2.483 0.850
O 0.349 1.446 -1.296
C 0.099 2.234 -0.224
```

Values from the calculation:
Molar mass   570.87 Da
Multiplicity   1
Energy above the lowest of the compared OMol25 structures with the same formula, charge and spin   67.8 kJ/mol
HOMO level   -1.95 eV
Total energy   -1647.8338 a.u.
Total charge   -1